37
Properties=species:S:1:pos:R:3:forces:R:3:mulliken_charge:R:1 method="wB97M-V/def2-TZVPD" total_charge=0 multiplicity=1 smiles=CCOc1nc(NCCO)nc(Nc2ccccc2F)n1 gap_ev=9.1 lumo_ev=0.82
C -0.7431 3.1300 1.8426 -0.064 -0.105 -0.387 -1.122
C -0.5245 3.1856 0.3361 0.385 0.371 0.407 -0.256
H -0.7689 4.1775 -0.0521 0.076 -0.147 0.016 0.339
H 0.5140 2.9410 0.0897 -0.151 0.107 -0.029 0.320
O -1.3970 2.3075 -0.3639 -0.196 -0.155 -0.088 -0.420
C -1.0967 1.0159 -0.3743 0.054 -0.742 -0.182 0.367
N -1.9569 0.2537 -1.0254 -0.285 0.286 -0.165 -0.458
C -1.6511 -1.0485 -1.0511 0.368 0.332 0.476 0.379
N -0.5615 -1.5804 -0.4892 0.116 -0.350 -0.021 -0.647
C 0.2304 -0.7162 0.1372 -0.537 0.015 -0.361 0.269
N 0.0106 0.5948 0.2300 0.150 0.365 0.142 -0.156
N 1.3287 -1.2793 0.7015 -0.023 -0.665 -0.128 -0.062
C 2.3633 -0.7212 1.4280 0.413 0.194 0.281 -0.182
C 2.4724 0.6320 1.7399 -0.007 0.026 0.004 0.143
C 3.5460 1.0993 2.4761 0.132 -0.047 0.072 -0.771
C 4.5356 0.2388 2.9192 0.003 0.061 0.013 -0.411
C 4.4506 -1.1119 2.6215 -0.157 -0.087 -0.111 -0.652
C 3.3777 -1.5675 1.8886 -0.014 0.122 0.013 0.654
F 3.2928 -2.8925 1.5958 -0.093 0.179 -0.022 -0.325
H 5.2019 -1.8129 2.9490 0.051 -0.103 0.013 0.434
H 5.3699 0.6105 3.4928 0.080 0.028 0.054 0.374
H 3.6077 2.1523 2.7057 -0.005 0.093 0.013 0.407
H 1.7025 1.2984 1.3939 0.024 0.043 0.026 0.313
H 1.3737 -2.2806 0.5559 -0.026 0.200 0.020 0.298
N -2.5051 -1.8945 -1.6418 -0.028 -0.362 -0.154 -0.199
H -2.1850 -2.8428 -1.7651 0.067 0.089 0.101 0.283
C -3.6141 -1.4576 -2.4467 -0.044 0.025 -0.577 -0.650
H -4.4655 -2.1166 -2.2585 -0.023 0.124 -0.011 0.279
H -3.8498 -0.4352 -2.1514 -0.116 -0.145 -0.068 0.394
C -3.2770 -1.5021 -3.9392 -0.193 0.449 0.266 -0.332
O -3.0702 -2.8521 -4.3018 0.049 -0.336 -0.036 -0.519
H -2.8412 -2.8997 -5.2350 0.010 0.001 0.088 0.295
H -2.3728 -0.9066 -4.1236 -0.107 0.003 0.037 0.288
H -4.1089 -1.0693 -4.5114 0.074 0.002 0.076 0.336
H -0.0956 3.8515 2.3334 0.059 0.093 0.079 0.327
H -0.5141 2.1355 2.2166 0.035 -0.022 0.080 0.321
H -1.7787 3.3632 2.0772 -0.079 0.058 0.062 0.342


36
Properties=species:S:1:pos:R:3:forces:R:3:mulliken_charge:R:1 method="wB97M-V/def2-TZVPD" total_charge=-2 multiplicity=1 gap_ev="3.9 / 0.6" de_lowest_kcal_mol=32.5 lumo_ev="3.53 / 2.75"
C -3.1321 -3.6623 1.7880 -0.946 -2.939 1.338 0.187
I -2.7573 -1.9536 0.8887 0.495 2.535 -1.399 -0.994
H -2.2443 -4.2909 1.8608 -0.006 0.092 -0.142 0.289
H -3.8854 -4.1739 1.1775 0.072 -0.142 0.496 0.137
H -3.4814 -3.4753 2.8069 -0.187 -0.093 -0.282 -0.139
C -2.7172 0.6223 -3.8102 0.257 0.145 0.065 -0.610
C -0.8370 0.1771 -2.5881 -1.546 -0.199 -1.479 -0.774
N -1.7026 1.1532 -3.0224 0.002 -0.853 -0.070 0.382
H -3.0167 -1.4753 -4.4333 0.045 0.098 0.131 0.488
I 3.0594 -1.6867 -1.9509 0.706 -0.859 -0.542 -0.651
N -1.3370 -0.9637 -3.1654 -0.287 1.124 0.053 0.342
H -3.4944 1.2282 -4.2439 0.015 -0.021 0.053 0.413
La 1.2389 0.5198 -0.9876 1.376 1.149 0.426 0.872
C -0.8176 0.6708 0.5853 -0.272 -0.295 0.003 -0.301
O -0.2627 -0.3951 0.6008 -0.782 0.113 0.520 -0.358
C -2.4799 -0.7016 -3.9049 0.149 -0.111 0.136 -0.343
C -0.7753 -2.2913 -3.0060 0.288 -0.563 0.265 -0.744
H -1.2133 -2.9556 -3.7652 0.157 0.247 0.245 0.308
H -1.0085 -2.6951 -2.0069 0.016 0.197 -0.345 0.234
H 0.3193 -2.2657 -3.1237 -0.419 0.050 0.020 0.199
C -1.6154 2.5555 -2.6657 0.009 0.373 0.418 -0.878
H -2.0158 3.1766 -3.4787 0.174 -0.244 0.127 0.357
H -0.5659 2.8435 -2.4909 -0.394 -0.173 -0.111 0.233
H -2.1835 2.7827 -1.7475 0.245 -0.243 -0.293 0.322
N 2.0371 1.1787 0.8738 0.622 0.297 0.191 -0.917
C 2.4698 1.2884 2.1276 0.064 0.185 -0.354 0.410
C 2.3454 2.5099 2.8711 0.131 -0.208 0.153 -0.347
C 2.9880 2.6625 4.0861 0.125 -0.397 0.103 -0.323
C 3.7238 1.6065 4.6504 0.122 0.049 0.128 -0.445
C 3.7817 0.3696 3.9830 -0.213 0.395 0.007 -0.335
C 3.1538 0.1944 2.7651 -0.130 0.241 0.186 -0.474
H 1.7504 3.3178 2.4344 0.252 -0.262 0.071 0.295
H 2.9238 3.6112 4.6198 -0.014 -0.104 -0.045 0.282
H 4.2433 1.7401 5.6001 -0.128 -0.013 -0.168 0.308
H 4.3297 -0.4575 4.4313 -0.054 0.064 -0.013 0.298
H 3.1789 -0.7651 2.2402 0.057 0.363 0.106 0.277


39
Properties=species:S:1:pos:R:3:forces:R:3:mulliken_charge:R:1 method="wB97M-V/def2-TZVPD" total_charge=+2 multiplicity=4 gap_ev="7.2 / 2.5" lumo_ev="-7.23 / -11.65"
Tc 1.2161 -0.3929 -2.2150 3.204 -1.769 0.194 0.633
O -1.6745 1.6313 -3.7835 1.236 -1.498 0.807 -0.513
N -1.3959 0.4291 -3.6419 -5.652 2.425 -3.179 0.728
O -2.1682 -0.4425 -4.0743 1.554 -0.113 0.781 -0.543
O -0.3452 0.0984 -3.0679 -0.267 0.605 -0.705 -0.494
N 0.4787 0.2042 -0.5212 -2.065 -0.026 -2.848 -0.143
S 1.1070 0.0986 0.8470 -0.736 1.635 2.936 0.201
C 0.8823 1.8516 1.2821 1.152 0.689 1.733 0.495
C -0.3477 2.5205 1.2906 -0.314 -0.351 0.044 -0.057
C -0.4257 3.8638 1.6696 0.218 -0.341 -0.171 -0.768
C 0.7278 4.5531 2.0418 -0.074 -0.200 -0.078 -0.436
C 1.9591 3.9006 2.0308 -0.089 -0.279 -0.241 -0.606
C 2.0329 2.5575 1.6524 0.070 -0.302 0.059 -0.294
C -0.3301 -0.5498 1.7564 -0.460 -1.580 -0.682 0.509
C -1.2735 -1.3979 1.1642 1.565 1.131 -0.647 0.151
C -2.3209 -1.9420 1.9135 0.095 -0.126 -0.917 -0.615
C -2.4220 -1.6652 3.2755 0.531 0.837 1.968 -0.393
C -1.4693 -0.8543 3.8885 -1.098 -0.643 0.123 -0.673
C -0.4246 -0.3122 3.1347 0.112 0.439 1.131 -0.148
H -0.4762 0.5905 -0.5107 0.683 0.053 -0.381 0.190
H -1.2484 1.9917 0.9949 -0.130 0.120 0.034 0.340
H -1.3883 4.3640 1.6660 0.111 -0.086 -0.015 0.419
H 0.6677 5.5974 2.3306 -0.006 -0.139 -0.012 0.424
H 2.8647 4.4299 2.3080 -0.104 -0.077 -0.051 0.431
H 2.9926 2.0486 1.6340 -0.029 0.117 0.103 0.391
H -1.1828 -1.6390 0.1080 -0.113 0.027 0.153 0.133
H -3.0447 -2.5873 1.4267 0.049 0.028 0.031 0.474
H -3.2320 -2.0911 3.8584 0.083 0.052 -0.042 0.448
H -1.5268 -0.6462 4.9518 -0.013 -0.020 -0.137 0.441
H 0.3279 0.3010 3.6224 -0.026 -0.057 0.049 0.484
N 2.1601 -3.6001 -3.4140 -0.398 0.394 0.854 -0.408
C 0.9366 -3.0527 -3.2909 1.419 -1.831 -4.051 0.989
N 0.2242 -2.9904 -4.4311 -0.133 0.334 1.114 -0.353
S 0.3530 -2.4990 -1.8483 -0.524 0.409 2.170 -0.338
H 2.5229 -3.9401 -4.2911 -0.036 0.009 -0.016 0.216
H 2.7470 -3.6764 -2.5924 -0.128 -0.017 -0.206 0.212
H 0.5738 -3.3263 -5.3152 0.032 -0.039 0.015 0.219
H -0.7052 -2.5892 -4.4062 -0.027 0.060 -0.027 0.213
H 2.6273 -0.8370 -1.4441 0.302 0.130 0.106 0.042


33
Properties=species:S:1:pos:R:3:forces:R:3:mulliken_charge:R:1 method="wB97M-V/def2-TZVPD" total_charge=+1 multiplicity=1 gap_ev=7.3 lumo_ev=-4.44
C 0.7742 -1.5983 1.0520 2.513 0.494 -1.795 0.030
N 0.4899 -1.5358 -0.2478 -0.302 0.319 2.575 0.283
C -0.9308 -1.7242 -0.7426 -1.090 -0.315 -0.302 -0.604
O -1.8538 -1.8130 0.3876 0.651 1.813 -1.735 -0.388
C -2.8446 -0.7747 0.2359 -2.643 2.327 -0.340 0.355
C -3.9864 -1.0712 -0.7985 0.260 3.294 1.982 -0.185
C -5.0616 0.0125 -1.0159 3.273 0.470 2.897 -0.442
C -4.9709 1.3175 -0.1571 1.944 -2.064 0.063 -0.349
C -3.8445 1.5903 0.8580 -0.137 -3.057 -1.967 -0.445
C -2.7262 0.5302 1.0545 -2.823 -0.735 -2.426 -0.208
C 1.6835 -1.2652 -1.1360 0.371 -0.899 -2.300 -0.907
C 2.8959 -0.5006 -0.3539 -3.521 -0.551 -1.248 -0.101
C 2.5262 1.0544 -0.3057 3.397 1.418 0.534 -0.598
C 3.9400 1.9198 0.1603 0.805 -1.503 3.450 0.192
C 4.8793 1.1177 1.3067 -2.320 4.617 2.243 -0.641
O 3.9550 2.4098 1.5848 -0.348 -1.084 -4.545 -0.401
S 2.5803 -1.3798 1.2847 -1.199 0.493 0.141 -0.102
H 0.1088 -1.7544 1.9597 0.599 -0.006 -1.726 0.439
H -1.0488 -2.7172 -1.3188 0.688 1.624 0.747 0.245
H -1.1753 -0.8131 -1.3846 0.320 -1.359 0.749 0.477
H -3.9639 -2.0774 -1.3528 -0.148 1.810 0.975 0.314
H -5.8998 -0.1139 -1.7704 1.283 0.132 1.195 0.339
H -5.7909 2.0925 -0.3398 1.434 -1.189 0.460 0.322
H -3.8233 2.5635 1.4679 -0.064 -1.753 -1.150 0.317
H -1.8554 0.7240 1.7819 -1.596 -0.496 -1.297 0.291
H 1.9898 -2.3035 -1.5412 -0.116 1.428 0.985 0.365
H 1.3795 -0.7443 -2.1225 0.113 -0.386 1.911 0.396
H 3.8461 -0.7861 -0.9227 -1.197 0.472 1.379 0.500
H 2.3678 1.4893 -1.3495 -0.308 -0.956 1.364 0.306
H 1.7298 1.3384 0.4561 0.948 -0.554 -1.198 0.270
H 4.5152 2.5434 -0.6845 -1.378 -1.400 2.234 0.302
H 5.7572 1.6828 1.7836 -0.259 -1.697 -1.858 0.382
H 4.3576 0.5867 2.1704 0.848 -0.706 -1.994 0.244


39
Properties=species:S:1:pos:R:3:forces:R:3:mulliken_charge:R:1 method="wB97M-V/def2-TZVPD" total_charge=-2 multiplicity=1 gap_ev=4.0 lumo_ev=3.99
C -0.1328 -1.8716 -0.6020 -0.350 0.159 -0.112 -0.810
C -0.8885 -1.3215 0.5818 0.992 -0.269 0.435 -0.387
O -1.6926 -0.1390 0.3266 -0.333 -0.694 -0.381 -0.382
P -2.6872 -0.0075 -0.8733 -0.517 0.755 0.284 1.107
C -3.6628 -1.5009 -1.1814 0.494 0.419 -0.522 -1.367
C -1.9174 0.4926 -2.4224 -0.047 -0.267 -0.199 -0.893
C -1.0316 1.7347 -2.3505 -0.068 -0.238 0.084 -0.945
C 0.1944 1.4392 -1.5010 -0.025 0.448 0.180 0.194
N 0.2062 1.7962 -0.1751 -0.014 1.266 -0.578 -0.189
O 1.1140 0.8717 -2.0250 0.782 -0.391 -0.588 -0.573
C -3.9248 1.3200 -0.3988 -0.665 0.549 1.500 0.289
O -4.4168 1.9204 -1.3610 0.228 -0.271 -0.340 -0.664
O -4.1325 1.3701 0.8284 0.270 -0.199 -1.093 -0.661
H -0.7569 -2.4200 -1.3097 -0.219 -0.009 -0.107 0.291
H 0.6173 -2.5591 -0.2279 0.310 -0.040 0.083 0.429
H 0.3798 -1.0636 -1.1130 0.273 -0.091 -0.056 0.112
H -1.4825 -2.0789 1.0862 -0.454 0.021 -0.073 0.359
H -0.1466 -1.0027 1.3047 0.027 0.303 0.140 0.364
H -3.3238 -1.9244 -2.1211 0.124 -0.372 -0.027 0.417
H -3.5559 -2.2017 -0.3661 -0.114 -0.161 0.146 0.354
H -4.6834 -1.1708 -1.3347 -0.253 -0.046 0.242 0.438
H -2.7439 0.6506 -3.1118 -0.291 0.110 0.049 0.496
H -1.3478 -0.3400 -2.8291 0.256 -0.136 0.067 0.639
H -0.6372 1.9027 -3.3457 0.087 0.002 -0.191 0.380
H -1.5591 2.6422 -2.0770 -0.337 -0.059 0.364 0.423
H 1.0763 2.2779 0.0515 0.314 -0.703 0.560 0.298
H -0.5841 2.3802 0.0633 -0.005 -0.051 0.266 0.222
C 3.4045 -0.4109 3.5835 -0.029 -0.316 0.136 -0.792
C 3.5758 0.9479 3.2771 0.022 0.238 -0.217 0.400
C 3.6219 1.2840 1.7579 -0.069 -0.235 -0.388 0.427
O 3.6771 2.4679 1.3675 -0.131 0.123 0.294 -0.808
C 3.5916 0.2065 0.8380 0.044 0.220 -0.403 -0.509
C 3.4291 -1.1528 1.1394 -0.063 -0.134 0.354 0.547
C 3.2763 -1.4794 2.6547 -0.019 0.306 0.512 0.592
O 3.0475 -2.6449 3.0271 -0.011 -0.172 -0.345 -0.799
O 3.3834 -2.0938 0.3192 -0.102 0.099 -0.076 -0.838
O 3.6796 1.8828 4.0957 -0.007 -0.146 0.017 -0.787
H 3.3476 -0.7117 4.6274 -0.027 0.149 0.029 0.327
H 3.6858 0.5075 -0.2035 -0.072 -0.167 -0.045 0.300


31
Properties=species:S:1:pos:R:3:forces:R:3:mulliken_charge:R:1 method="wB97M-V/def2-TZVPD" total_charge=+1 multiplicity=1 smiles="CC=C=C1Sc2ccccc2[N@@+]1(C)CC" gap_ev=8.7 de_lowest_kcal_mol=13.0 lumo_ev=-2.93
C -0.3645 -0.2890 3.4419 0.356 1.984 -0.157 -0.306
C 0.0354 -0.4419 2.2031 -0.914 0.242 0.520 0.007
C 1.4852 1.1113 -3.4042 -0.433 0.644 1.377 -0.652
C 2.7284 0.4811 -3.1294 -0.852 3.017 -3.206 -0.422
C 0.4612 1.0629 -2.4296 -0.258 -0.455 -0.867 -0.388
C 2.8348 -0.2956 -2.0597 0.029 -3.852 2.248 -0.501
C 0.6224 0.3272 -1.2592 2.906 -0.843 -2.492 -0.520
C 1.7971 -0.4174 -1.0991 -0.136 1.277 -1.103 0.797
C 0.4461 -0.3922 0.9759 1.052 -0.778 0.027 0.243
C -1.1890 -1.0303 4.4023 0.732 -0.830 1.871 -1.193
C -1.6350 -1.5841 -0.8717 0.575 -0.056 2.793 -1.166
C -0.4493 1.7504 0.2700 1.973 0.681 -2.039 -0.990
C -1.6741 -0.2128 -0.2391 1.488 1.002 -4.485 -0.402
N -0.2103 0.3469 -0.1464 -3.813 -0.215 3.784 0.679
S 1.8523 -1.2793 0.3924 0.367 -0.413 0.361 -0.182
H -0.0907 0.6946 3.8911 0.413 -0.639 -0.412 0.340
H 1.3175 1.7550 -4.2768 0.236 -0.500 0.332 0.395
H 3.5744 0.7504 -3.8196 -0.885 -0.989 0.729 0.367
H -0.5309 1.4788 -2.6105 0.389 0.349 -0.166 0.355
H 3.5588 -1.1355 -2.0761 0.288 1.188 0.545 0.327
H -2.0154 -0.3915 4.8117 0.854 -0.700 -0.275 0.306
H -0.4754 -1.3780 5.2482 -1.178 1.041 -0.952 0.327
H -1.5252 -1.9777 4.0558 -0.765 -0.574 -0.635 0.388
H -1.0258 -1.5833 -1.7339 0.016 0.078 -1.419 0.291
H -1.1061 -2.3059 -0.1852 -0.907 0.554 -0.435 0.310
H -2.6713 -1.8152 -0.9699 -0.530 -0.891 -0.664 0.468
H 0.4306 2.2038 -0.1641 0.209 1.044 0.906 0.416
H -1.2671 2.1660 -0.2395 -1.136 0.299 -0.944 0.486
H -0.6273 1.9048 1.2742 0.133 -0.155 2.215 0.319
H -2.1594 -0.0837 0.6669 -0.401 -0.092 2.064 0.559
H -2.1275 0.5803 -0.9195 0.193 -1.420 0.478 0.344